No. 1
2 unconnected molecules or ions with the total composition C4H4F3N. Source: the OMol25 dataset; level of theory: ωB97M-V/def2-TZVPD.

```
12
Properties=species:S:1:pos:R:3:forces:R:3:lowdin_charge:R:1
C 0.5835 1.3737 -0.1848 0.83 0.81 -1.22 -0.03
C -0.4812 1.0041 0.4404 -2.98 -1.95 1.99 -0.08
C -1.4239 -0.1055 -0.0176 -1.96 2.60 0.75 -0.67
F -2.4630 -0.3640 0.8920 1.47 0.29 -0.02 0.06
F -2.0921 0.3235 -1.0753 -0.71 0.49 -1.68 0.14
F -0.9206 -1.2357 -0.3281 1.45 -2.53 -0.33 0.18
H 0.8029 0.9544 -1.1672 0.04 0.39 0.38 0.07
H 1.2704 2.0867 0.2512 -0.04 0.10 -0.22 0.08
H -0.9147 1.2914 1.3929 0.90 0.72 0.21 0.11
C 1.8986 -1.7990 -0.0597 -0.16 -0.98 0.00 -0.02
N 1.9463 -0.6633 -0.1335 1.11 -0.18 0.11 0.08
H 1.7939 -2.8662 -0.0102 0.06 0.25 0.03 0.07
```
Positions in Å, forces in eV/Å.

**Spin multiplicity**: 1
**Energy above the lowest of the compared OMol25 structures with the same formula, charge and spin**: 0.596 eV
**SMILES**: C=CC(F)(F)F.C#N

---

No. 2
A gas-phase ion, C9H14Br2N3 (charge +1). Source: the OMol25 dataset; level of theory: ωB97M-V/def2-TZVPD.

```
28
Properties=species:S:1:pos:R:3:forces:R:3:lowdin_charge:R:1
C 4.1905 1.3928 1.1628 -2.16 -2.12 -6.56 0.11
C 3.7350 1.1131 -0.0526 2.48 -0.03 6.21 -0.08
C 3.3738 0.3907 -1.4420 1.53 1.38 0.38 -0.13
N 1.9237 0.0493 -1.6072 -1.74 -0.73 0.78 0.10
C 1.1611 -0.6225 -0.7373 -1.07 -1.62 3.04 -0.17
N -0.2669 -1.0073 -0.8984 2.14 -1.77 -0.98 0.06
C -0.9048 -1.3050 0.4517 1.05 0.43 0.78 -0.33
C -1.7252 0.0526 0.7521 -1.12 -0.53 -0.67 -0.63
Br -2.7759 -0.2102 2.4632 1.24 0.43 -0.84 0.65
C -2.8484 0.3558 -0.4102 0.24 0.74 0.07 -0.72
C -3.5675 1.8107 -0.2127 -0.06 -0.69 -0.44 -0.15
Br -4.1995 -1.1526 -0.4006 0.87 0.97 -0.37 0.60
C 0.3895 -1.6814 1.3470 -0.97 1.51 1.45 -0.11
N 1.5948 -1.1289 0.5860 -1.52 2.90 -1.19 0.07
H 4.6685 1.5052 2.2165 -1.25 0.05 -2.55 0.09
H 3.9941 -0.5646 -1.6450 -0.92 1.62 0.82 0.15
H 3.6465 1.1454 -2.2903 -0.69 -1.43 1.56 0.15
H 1.4563 0.3427 -2.4970 0.51 -0.37 1.20 0.19
H -0.1659 -1.9955 -1.2456 -0.31 1.18 -0.76 0.16
H -1.5426 -2.2585 0.5165 0.46 1.86 -0.93 0.14
H -1.0797 1.0023 0.8230 -0.75 -1.60 0.14 0.12
H -2.4012 0.3608 -1.4692 -0.44 -0.37 1.88 0.09
H -2.9099 2.4212 0.5102 -1.29 -0.76 -1.12 0.08
H -3.6108 2.3149 -1.2625 0.12 -0.80 2.01 0.09
H -4.6653 1.6964 0.1617 2.22 0.25 -0.45 0.09
H 0.5103 -2.7682 1.7431 -0.21 1.87 -1.35 0.15
H 0.2866 -1.0092 2.2895 0.32 -1.40 -1.31 0.13
H 1.7330 -0.2500 1.1471 1.32 -0.96 -0.80 0.12
```
Positions in Å, forces in eV/Å.

**Spin multiplicity**: 1
**Energy above the lowest of the compared OMol25 structures with the same formula, charge and spin**: 5.747 eV
**Charge**: +1
**SMILES**: C#CCNC1=[NH+][C@H]([C@H](Br)[C@H](C)Br)CN1

---

No. 3
3 unconnected molecules or ions with the total composition C22H25N3O3. Source: the OMol25 dataset; level of theory: ωB97M-V/def2-TZVPD.

```
53
Properties=species:S:1:pos:R:3:forces:R:3:lowdin_charge:R:1
C -0.6950 3.3934 -0.7127 0.10 -0.66 0.25 -0.07
C 0.5232 2.5233 -0.3454 -0.24 0.62 0.16 -0.25
O 1.5364 2.5297 -1.3350 -0.18 -0.21 0.03 -0.18
C 1.1825 1.8811 -2.5342 0.34 -0.16 -0.46 -0.21
C 1.8091 0.4897 -2.6380 -0.37 -0.12 0.68 -0.11
C 1.1168 -0.4953 -1.7157 -0.05 -0.18 -0.08 -0.15
C -0.0653 -1.0807 -2.1691 0.24 -0.08 0.53 -0.01
C -0.8122 -1.9531 -1.3787 0.37 0.12 0.06 0.00
C -0.3564 -2.2280 -0.0999 0.11 0.27 -0.34 -0.10
C 0.8381 -1.6760 0.3783 0.06 0.30 -0.36 -0.04
C 1.6092 -0.8153 -0.4256 -0.18 -0.07 -0.08 -0.19
N 2.7780 -0.2288 0.0764 0.06 -0.72 -0.49 0.15
C 1.2515 -2.0252 1.7575 -0.43 0.01 -0.24 -0.33
O 2.4033 -2.1497 2.0933 0.66 0.19 0.40 0.11
C 0.1304 -2.2501 2.7027 -0.45 -0.13 -0.08 0.04
C -1.0003 -2.7791 2.2434 0.08 0.28 0.40 0.03
C -1.1235 -3.1105 0.8081 0.38 0.39 0.14 -0.34
O -1.7827 -4.0391 0.4176 -0.67 -0.57 -0.24 0.11
H -1.5382 2.7631 -0.9804 -0.15 0.06 -0.26 0.07
H -1.0061 3.9557 0.1621 -0.06 0.24 0.04 0.07
H -0.4618 4.0659 -1.5299 0.02 0.19 -0.07 0.07
H 0.9850 2.9442 0.5423 0.25 -0.08 0.09 0.12
H 0.1990 1.5139 -0.0990 0.07 -0.20 -0.03 0.11
H 1.5564 2.4874 -3.3602 0.02 0.12 -0.02 0.13
H 0.1033 1.7902 -2.6612 -0.17 0.11 0.10 0.12
H 2.8633 0.5815 -2.4009 0.22 0.02 -0.15 0.11
H 1.7098 0.1282 -3.6570 0.06 0.00 -0.21 0.12
H -0.4059 -0.8453 -3.1676 -0.04 0.04 -0.10 0.12
H -1.7245 -2.3961 -1.7433 -0.09 -0.10 0.00 0.12
H 3.2202 -0.8436 0.7506 -0.14 0.14 0.21 0.08
H 3.4455 -0.0754 -0.6676 -0.04 0.40 0.05 0.09
H 0.2420 -2.0023 3.7455 0.31 -0.08 0.16 0.12
H -1.8365 -2.9705 2.8988 -0.12 -0.27 0.00 0.12
C -4.2361 -7.5610 3.5450 0.00 -0.01 0.01 -0.12
C -5.1255 -6.4967 3.2369 -0.01 0.00 0.01 -0.12
C -4.4367 -5.6046 2.4567 0.04 0.03 0.00 -0.15
N -3.1702 -6.0857 2.2843 0.07 -0.07 0.06 0.01
C -3.0388 -7.2764 2.9416 0.00 0.05 0.00 -0.14
H -4.4509 -8.4335 4.1388 0.00 0.00 0.00 0.09
H -6.1518 -6.3991 3.5492 0.00 0.00 0.00 0.09
H -4.7398 -4.6737 2.0088 -0.01 0.00 -0.01 0.10
H -2.4494 -5.6261 1.7532 -0.08 0.08 -0.14 0.10
H -2.1092 -7.8190 2.9240 0.00 -0.01 0.01 0.10
C 2.8740 7.8152 -1.8891 0.02 -0.01 -0.02 -0.12
C 3.0226 6.4424 -2.2317 -0.01 0.02 0.00 -0.11
C 2.2084 5.7195 -1.4005 -0.03 0.02 0.05 -0.13
N 1.5760 6.6054 -0.5698 0.02 0.03 -0.04 0.00
C 1.9748 7.8828 -0.8599 -0.04 -0.03 0.03 -0.15
H 3.3708 8.6546 -2.3460 0.00 0.00 0.00 0.09
H 3.6559 6.0335 -3.0012 0.01 0.00 0.00 0.09
H 2.0250 4.6595 -1.3281 0.08 0.04 -0.04 0.09
H 0.9200 6.3552 0.1460 -0.01 0.00 0.01 0.14
H 1.5860 8.7245 -0.3131 0.01 0.01 -0.01 0.10
```
Positions in Å, forces in eV/Å.

**Spin multiplicity**: 1
**Energy above the lowest of the compared OMol25 structures with the same formula, charge and spin**: 4.253 eV
**SMILES**: CCOCCc1ccc2c(c1N)C(=O)C=CC2=O.c1cc[nH]c1.c1cc[nH]c1

---

No. 4
A molecular structure, C4H8FeMgO3. Source: the OMol25 dataset; level of theory: ωB97M-V/def2-TZVPD.

```
17
Properties=species:S:1:pos:R:3:forces:R:3:lowdin_charge:R:1
O 1.0695 -1.9421 -0.0253 -0.34 0.57 0.08 -0.36
Mg -0.6556 -1.8544 -0.8265 0.20 -0.02 -0.23 1.29
Fe 1.0392 -0.0399 0.6255 0.44 0.35 0.14 1.21
O -0.6161 0.0081 -0.5178 0.91 -1.26 0.17 -0.40
O 0.1896 1.9047 1.2151 0.26 -1.43 0.28 -0.22
C 1.5161 2.4832 1.3643 -0.04 0.52 0.33 -0.25
C -0.5667 2.3071 0.0814 -0.44 0.56 -0.99 -0.16
C 2.5061 1.4233 1.0160 -0.42 1.33 0.07 0.06
C -1.4311 1.1318 -0.3408 -1.27 1.44 0.24 -0.23
H 1.5891 2.8349 2.4103 0.07 -0.21 -0.32 0.15
H 1.5781 3.3859 0.7271 0.18 -0.34 0.09 0.15
H 0.1226 2.5612 -0.7426 -0.17 -0.02 0.20 0.15
H -1.1807 3.1917 0.3133 0.20 -0.32 0.01 0.16
H 1.8220 -2.5431 -0.1065 -0.04 0.10 0.17 0.07
H -2.1980 0.9323 0.4279 0.28 0.02 -0.20 0.15
H -1.9600 1.4049 -1.2691 0.27 -0.17 0.25 0.15
H 3.5505 1.7439 1.1286 -0.09 -1.12 -0.30 0.08
```
Positions in Å, forces in eV/Å.

**Spin multiplicity**: 7
**Expectation value of S²**: 12.0114
**Energy above the lowest of the compared OMol25 structures with the same formula, charge and spin**: 0.000 eV
**Charge**: +2

---

No. 5
A molecular structure, C13H26ClINOP2SV. Source: the OMol25 dataset; level of theory: ωB97M-V/def2-TZVPD.

```
47
Properties=species:S:1:pos:R:3:forces:R:3:lowdin_charge:R:1
C -0.7748 4.1134 -6.2995 -0.01 -0.02 -0.09 -0.08
C -0.8208 2.8040 -5.5566 -0.72 -2.45 -2.46 -0.80
H -0.9703 3.9264 -7.3604 0.02 -0.16 0.25 0.10
H 0.2102 4.5798 -6.2048 -0.14 -0.07 0.19 0.09
H -1.5372 4.8011 -5.9218 0.17 -0.10 0.14 0.09
O -1.0370 1.7081 -6.0085 0.56 2.62 1.33 0.03
I -0.4484 2.9468 -3.4181 0.13 0.07 0.73 0.78
V -0.0920 0.6833 0.4835 0.12 1.77 1.26 0.20
P -2.4919 0.5469 0.5631 -2.65 0.51 0.26 0.75
C -3.5727 -0.8965 0.8185 0.79 -0.64 -0.21 -0.20
C -2.8399 1.5684 2.0420 0.78 0.01 0.19 -0.23
H -3.9123 1.7855 2.0784 0.10 -0.07 -0.16 0.09
H -4.3108 1.7203 -0.5203 0.22 -0.13 0.06 0.09
H -2.2781 2.5054 1.9961 -0.18 0.01 0.04 0.05
H -2.6957 2.3776 -0.9912 -0.24 -0.05 0.01 0.01
H -3.2252 -1.4760 1.6805 -0.21 0.12 -0.06 0.05
H -2.5383 1.0333 2.9478 -0.18 0.08 -0.11 0.04
C -3.2762 1.4718 -0.7872 0.68 -0.11 -0.47 -0.23
H -4.6070 -0.5695 0.9904 0.32 0.15 -0.07 0.09
H -3.2503 0.8541 -1.6905 -0.15 0.15 0.03 0.07
H -3.5342 -1.5383 -0.0685 -0.15 0.06 0.13 0.07
P 2.0829 -0.0441 -0.1905 2.46 -0.03 -0.60 0.76
C 2.7735 -1.7281 -0.2402 -0.85 -0.39 0.06 -0.20
C 2.6088 0.7122 -1.7536 -0.67 0.06 -0.20 -0.23
H 2.8196 1.8431 1.1557 0.15 -0.06 0.00 0.05
H 4.1654 0.7418 0.7468 -0.13 -0.02 -0.06 0.09
H 2.9987 0.3199 2.0398 0.11 0.09 -0.18 0.03
C 3.1185 0.7956 1.0612 -0.46 0.12 0.31 -0.23
H 2.2361 1.7407 -1.8017 0.20 -0.11 -0.06 0.01
H 3.7025 0.6891 -1.8361 -0.21 -0.07 0.12 0.09
H 3.8607 -1.6924 -0.3887 -0.27 0.24 0.02 0.09
H 2.3127 -2.2806 -1.0658 0.16 0.02 0.08 0.07
H 2.1522 0.1575 -2.5798 0.16 0.10 -0.01 0.07
H 2.5470 -2.2588 0.6900 0.12 0.03 -0.12 0.03
Cl 0.1261 2.8588 0.1127 -0.09 -2.14 0.60 0.21
S 0.0751 -0.1234 2.6527 -0.05 1.21 -0.78 0.79
C 0.4856 -1.8096 2.7798 0.79 -0.97 0.15 -0.61
N 1.6360 -2.1254 3.4631 -0.48 -0.79 -0.58 0.10
C 2.0787 -3.4217 3.6029 -0.78 1.18 -0.16 0.03
C 1.3127 -4.4449 3.0936 -0.39 -0.17 -0.28 0.03
C 0.1114 -4.1508 2.4225 0.39 -0.06 0.40 0.05
C -0.2989 -2.8311 2.2676 0.13 0.35 -0.07 -0.04
H 2.1758 -1.3613 3.8652 0.02 -0.20 0.06 0.17
H 3.0142 -3.5557 4.1213 0.08 -0.02 0.15 0.16
H 1.6372 -5.4754 3.2224 -0.03 0.23 -0.04 0.15
H -0.5110 -4.9500 2.0367 0.10 -0.04 0.01 0.15
H -1.2183 -2.5514 1.7496 0.29 -0.32 0.18 0.10
```
Positions in Å, forces in eV/Å.

**Spin multiplicity**: 2
**Expectation value of S²**: 0.9242
**DFT total energy**: -3422.7281 Ha
**Charge**: +3

---

No. 6
A molecular structure, C29H21F9N6ORuSe. Source: the OMol25 dataset; level of theory: ωB97M-V/def2-TZVPD.

```
68
Properties=species:S:1:pos:R:3:forces:R:3:lowdin_charge:R:1
Ru -1.2515 2.0634 0.3080 0.44 -0.20 0.61 1.04
C -1.3562 -3.4663 -0.1648 -0.45 0.17 0.15 -0.12
C -0.9146 -2.6119 1.0511 0.26 0.20 -0.19 -0.13
C -1.4738 -1.2338 1.1405 -0.41 0.20 -0.30 -0.04
C -2.2274 -0.7030 0.1549 -0.07 -0.58 0.47 -0.31
C -2.6406 -1.5247 -0.9946 0.12 -0.01 -0.11 0.00
C -2.2485 -2.7866 -1.1499 0.00 -0.07 -0.10 -0.01
N -2.6010 0.6461 0.1874 0.84 -0.41 0.00 -0.10
C -3.8626 1.0869 -0.1627 -0.34 0.45 -0.08 -0.22
C -5.0331 0.3234 -0.1114 0.23 0.00 -0.02 0.00
C -6.2410 0.9246 -0.4039 0.01 0.05 -0.05 -0.02
C -6.3142 2.2747 -0.7681 -0.08 0.00 -0.04 -0.03
C -5.1770 3.0506 -0.8335 0.18 0.05 -0.02 0.02
C -3.9538 2.4608 -0.5197 -0.52 -0.67 -0.05 -0.18
N -2.7297 3.1065 -0.4276 -0.77 1.35 -0.27 -0.12
N -2.5670 4.3101 -0.7840 -0.68 -0.37 -0.24 0.16
C -1.3229 4.8004 -0.4390 0.80 0.19 0.37 -0.29
C -0.9515 6.0901 -0.7866 -0.41 -0.33 -0.06 0.04
C 0.2552 6.5813 -0.3157 0.25 -0.05 0.18 0.01
C 1.0176 5.7974 0.5379 -0.17 0.25 -0.12 0.00
C 0.6025 4.5060 0.8243 -0.03 0.04 0.03 -0.09
N -0.5151 3.9892 0.3123 0.51 0.56 -0.18 -0.05
H -1.7117 -4.4646 0.0822 0.15 -0.05 -0.03 0.17
H -0.9958 -3.1251 2.0100 -0.04 -0.05 -0.03 0.16
H -1.2964 -0.6724 2.0497 0.11 0.06 -0.05 0.12
H -3.2819 -1.0627 -1.7351 0.02 -0.03 -0.02 0.13
H -2.5717 -3.3671 -2.0067 -0.06 0.02 0.02 0.13
H -4.9783 -0.7146 0.1904 -0.09 0.02 0.02 0.13
H -7.1527 0.3466 -0.3381 0.01 -0.02 -0.01 0.12
H -7.2763 2.7157 -0.9883 0.01 0.00 0.00 0.12
H -5.2159 4.0975 -1.1011 -0.02 0.00 0.02 0.12
H -1.6188 6.6718 -1.4066 0.02 0.03 0.02 0.13
H 0.5873 7.5711 -0.5973 -0.03 0.02 0.04 0.13
H 1.9397 6.1643 0.9650 -0.02 0.00 -0.01 0.13
H 1.1865 3.8661 1.4691 -0.01 -0.03 -0.11 0.11
F 5.2667 3.3514 -0.6226 -0.16 0.11 0.00 0.21
C 3.9559 3.2572 -0.8095 0.01 -0.01 -0.13 -0.55
F 3.3755 4.3710 -0.3443 0.13 -0.04 -0.15 0.17
F 3.7029 3.1742 -2.1174 0.06 0.11 0.18 0.20
C 3.3616 2.0128 -0.0847 0.15 -0.26 0.18 -0.26
O 1.9866 2.2160 -0.1100 -0.36 -0.40 -0.04 -0.49
C 3.8411 0.7312 -0.8449 -0.18 -0.40 -0.20 -0.57
F 3.1269 0.5685 -1.9679 0.06 0.04 0.32 0.15
F 5.1230 0.7919 -1.1700 -0.07 0.05 0.08 0.21
F 3.6606 -0.3809 -0.0944 -0.04 0.36 -0.12 0.13
C 3.8476 1.9770 1.3977 -0.04 -0.20 0.07 -0.55
F 3.6348 3.1624 1.9780 0.05 -0.06 -0.02 0.18
F 5.1331 1.6641 1.5053 -0.20 0.01 0.00 0.21
F 3.1259 1.0698 2.0886 0.15 0.16 -0.14 0.13
C 2.1414 -3.0184 2.3507 0.03 -0.07 0.20 0.02
N 1.4930 -3.4596 1.1330 -0.02 0.36 -0.19 -0.04
C 0.5314 -2.7193 0.4866 -0.09 -0.20 0.39 -0.08
Se 0.7184 0.8526 0.1342 0.57 -0.01 -0.01 0.89
N 0.0858 -3.5610 -0.6826 0.14 -0.21 -0.17 0.10
C 0.8541 -4.8011 -0.5912 0.21 -0.12 0.28 -0.12
C 0.8328 -5.9052 -1.4081 -0.07 0.02 -0.08 0.01
C 1.7062 -6.9399 -1.0864 0.01 0.00 -0.04 -0.04
C 2.5676 -6.8315 -0.0001 -0.01 -0.01 0.01 -0.03
C 2.5931 -5.7012 0.8085 0.00 0.14 0.08 0.03
C 1.7116 -4.6779 0.5015 -0.10 -0.30 -0.31 -0.15
H 1.8630 -1.9847 2.5414 0.02 0.00 -0.02 0.10
H 3.2249 -3.0748 2.2451 -0.01 0.03 -0.05 0.11
H 1.8394 -3.6388 3.1973 0.00 0.01 -0.03 0.11
H 0.1947 -3.1257 -1.6022 0.00 0.12 0.08 0.21
H 0.1648 -5.9834 -2.2566 0.01 0.02 0.00 0.13
H 1.7164 -7.8327 -1.6950 0.00 0.00 0.02 0.12
H 3.2373 -7.6498 0.2266 0.00 0.01 -0.01 0.12
H 3.2738 -5.6258 1.6454 -0.01 -0.03 0.00 0.12
```
Positions in Å, forces in eV/Å.

**Spin multiplicity**: 5
**Expectation value of S²**: 6.0652
**DFT total energy**: -4915.9458 Ha
**Charge**: +2